*a*
The following is a DFT calculation (wB97M-V/def2-TZVPD) of a molecular structure, C2H4N2S3.

Structure (XYZ):
```
11
C2H4N2S3 wB97M-V/def2-TZVPD
C 0.8633 -1.4099 -0.1124
C -1.1032 0.9113 0.2445
N -0.3534 -1.9144 -0.1724
N 0.0682 1.0385 -0.4656
S 2.3235 -0.9610 0.2362
S -1.7852 -0.7901 0.0813
S 1.4499 1.5570 0.1164
H -1.0065 1.0614 1.2906
H -1.8515 1.5041 -0.3124
H -0.4977 -2.8973 0.1370
H 1.8925 1.9004 -1.0432
```

Values from the calculation:
- Kohn-Sham gap (alpha / beta) (eV) = 7.2 / 7.2
- lowest unoccupied orbital energy (alpha / beta) (eV) = -0.06 / -0.07
- HOMO level (alpha / beta) (Eh) = -0.265 / -0.265
- net charge = 0


*b*
The following is a DFT calculation (wB97M-V/def2-TZVPD) of 2 unconnected molecules or ions with the total composition C2H4N2S3.

Structure (XYZ):
```
11
C2H4N2S3 wB97M-V/def2-TZVPD
C 1.4194 0.8333 -0.5286
C -0.3723 -0.6139 0.5751
N 0.2609 1.4610 -0.2632
N -0.7089 0.7258 0.2082
S -2.2642 1.1694 0.1742
S 1.3242 -0.9498 -0.1264
S -1.5829 -1.8761 0.2667
H 1.7311 0.7838 -1.6351
H 2.2389 1.2245 0.1462
H -0.2462 -0.9208 2.2782
H -1.8001 -1.8371 -1.0955
```

Values from the calculation:
- Kohn-Sham gap (alpha / beta) (eV) = 7.3 / 7.1
- lowest unoccupied orbital energy (alpha / beta) (eV) = -1.46 / -1.56
- HOMO level (alpha / beta) (Eh) = -0.321 / -0.320
- net charge = 0


Which is the most stable structure? *a* is the most stable.


*a*
The following is a DFT calculation (wB97M-V/def2-TZVPD) of 2 unconnected molecules or ions with the total composition CH3N2PS.

Structure (XYZ):
```
8
CH3N2PS wB97M-V/def2-TZVPD
C -0.3566 -0.1748 1.4555
N -0.3233 0.4679 2.3947
N 1.7138 0.3658 -0.7157
P -0.4096 -1.1398 0.0676
S -2.2016 -0.1996 -0.7433
H 1.4923 1.3751 -0.5647
H 2.3953 -0.0391 0.0709
H -2.3104 -0.6555 -1.9650
```

Values from the calculation:
- Kohn-Sham gap (alpha / beta) (eV) = 7.6 / 8.5
- lowest unoccupied orbital energy (alpha / beta) (eV) = -1.07 / -1.73
- HOMO level (alpha / beta) (Eh) = -0.318 / -0.378
- net charge = 0


*b*
The following is a DFT calculation (wB97M-V/def2-TZVPD) of CH3N2PS in the gas phase.

Structure (XYZ):
```
8
CH3N2PS wB97M-V/def2-TZVPD
N 0.1515 1.1952 -2.3525
C 0.0325 0.5771 -1.3915
P 0.5464 -0.2416 0.1241
N -0.8269 -0.0556 0.9088
S 2.1146 0.3568 1.0001
H 0.4528 -1.4628 -0.3727
H -1.6246 0.1278 0.3010
H -0.8463 -0.4969 1.7827
```

Values from the calculation:
- SMILES string = N#C[P@H](N)=S
- Kohn-Sham gap (eV) = 9.9
- lowest unoccupied orbital energy (eV) = 0.13
- HOMO level (Eh) = -0.358
- net charge = 0


Which is the most stable structure? *b* is the most stable.


*a*
The following is a DFT calculation (wB97M-V/def2-TZVPD) of 9 unconnected molecules or ions with the total composition C9H36O9.

Structure (XYZ):
```
54
C9H36O9 wB97M-V/def2-TZVPD
C 0.9754 2.6828 -3.2295
O -0.3712 2.2671 -3.2204
H 1.6768 1.8383 -3.2080
H 1.2006 3.3180 -4.0902
H 1.1891 3.2442 -2.3182
H -0.4676 1.4810 -3.7756
C 1.1651 -0.2151 3.8736
O 0.9925 -1.4190 4.5944
H 1.9439 -0.3207 3.1066
H 0.2346 0.1225 3.4105
H 1.5161 0.5511 4.5654
H 0.3712 -1.9840 4.1180
C -1.7691 -0.9524 -3.7635
O -1.1718 -0.0390 -4.6724
H -2.8584 -0.9231 -3.8249
H -1.4522 -1.9810 -3.9534
H -1.4817 -0.6704 -2.7538
H -1.6138 -0.0980 -5.5224
C 3.7194 -0.3244 -2.4161
O 3.4655 -1.0541 -3.6100
H 3.9351 0.7255 -2.6375
H 2.8675 -0.3917 -1.7310
H 4.5939 -0.7066 -1.8926
H 2.6718 -0.6676 -3.9930
C -0.8209 3.7598 2.7356
O -0.8296 4.9019 1.9015
H -0.2764 2.9229 2.3039
H -0.2787 3.9384 3.6784
H -1.8262 3.4391 3.0172
H -1.5072 5.4846 2.2533
C 0.3569 1.2139 0.1614
O -0.5942 0.1686 0.2880
H 1.0644 1.1925 0.9990
H 1.0077 1.0472 -0.7040
H -0.1530 2.1661 0.0696
H -0.2319 -0.6445 -0.0911
C -2.9379 0.1627 2.5404
O -3.2757 0.2713 1.1620
H -2.2993 0.9976 2.8442
H -3.8372 0.1917 3.1546
H -2.4411 -0.7923 2.7357
H -2.4217 0.3328 0.7014
C 0.8602 -2.6184 -1.7974
O 0.6941 -2.2294 -0.4282
H 0.4568 -1.8108 -2.4042
H 1.9150 -2.7385 -2.0347
H 0.2721 -3.5104 -2.0155
H 1.4479 -2.5186 0.0912
C -0.7459 -3.2301 2.3562
O -1.3206 -2.9580 3.6288
H -0.1099 -4.1182 2.3929
H -1.4797 -3.3956 1.5563
H -0.2029 -2.3646 1.9778
H -1.8179 -3.7451 3.8697
```

Values from the calculation:
- SMILES string = CO.CO.CO.CO.CO.CO.CO.CO.CO
- Kohn-Sham gap (eV) = 9.8
- lowest unoccupied orbital energy (eV) = 0.32
- HOMO level (Eh) = -0.346
- net charge = 0


*b*
The following is a DFT calculation (wB97M-V/def2-TZVPD) of 9 unconnected molecules or ions with the total composition C9H36O9.

Structure (XYZ):
```
54
C9H36O9 wB97M-V/def2-TZVPD
C 12.3116 5.4208 12.3931
C 12.6516 6.8122 11.8788
C 14.0370 7.2015 12.2197
O 12.4418 6.6531 10.4805
H 11.3429 5.0662 12.0448
H 12.2743 5.4063 13.5151
H 13.0591 4.6899 12.0336
H 11.9813 7.5202 12.3337
H 14.2074 8.1814 11.7688
H 14.8655 6.5979 11.8021
H 14.0214 7.3133 13.2739
H 12.7014 7.4396 10.0226
C 7.5872 6.9865 10.4358
C 8.6599 6.1761 9.7704
C 8.9042 6.5258 8.2161
O 9.8322 6.4003 10.5612
H 7.8835 7.9862 10.7360
H 7.4198 6.4067 11.3373
H 6.6169 6.9903 9.8921
H 8.3926 5.0441 9.8587
H 8.0179 6.2444 7.5916
H 9.7567 5.9104 7.8021
H 9.0270 7.5725 8.0241
H 10.6799 5.9926 10.2669
C 6.9318 11.6117 8.0399
C 7.5090 11.3174 9.3697
C 6.4504 10.9994 10.5231
O 8.3090 10.1639 9.1734
H 7.7610 11.6206 7.3229
H 6.2926 12.4317 7.9587
H 6.3324 10.8047 7.7245
H 8.2301 12.1346 9.6230
H 5.7193 10.3200 10.2070
H 5.9855 11.9615 10.8043
H 6.9499 10.5606 11.4411
H 8.9918 10.1030 9.8936
O 13.0784 9.3083 8.9769
H 12.4148 10.0053 8.8869
H 13.8135 9.6469 8.5021
O 10.5214 9.4091 10.9998
H 10.3421 8.4269 11.0896
H 10.9501 9.5196 11.8914
O 11.8317 11.6745 7.9141
H 11.6443 11.4121 7.0006
H 11.0164 11.6119 8.3613
O 14.8583 10.6959 6.7019
H 14.1292 10.7403 6.0469
H 15.3240 11.5237 6.7953
O 12.5942 10.2982 5.2866
H 12.5482 9.4057 5.5926
H 12.3137 10.2450 4.3631
O 12.7104 7.8232 6.5367
H 12.9122 8.0359 7.4863
H 12.0246 7.2055 6.3602
```

Values from the calculation:
- SMILES string = CC(C)O.CC(C)O.CC(C)O.O.O.O.O.O.O
- Kohn-Sham gap (eV) = 10.3
- lowest unoccupied orbital energy (eV) = 0.43
- HOMO level (Eh) = -0.362
- net charge = 0


Which is the most stable structure? *b* is the most stable.


*a*
The following is a DFT calculation (wB97M-V/def2-TZVPD) of a molecular structure, C2H4OS.

Structure (XYZ):
```
8
C2H4OS wB97M-V/def2-TZVPD
C -0.0557 0.2172 -1.6714
C 0.4132 0.0283 -0.2509
H -0.6459 -0.5670 -2.1628
H -0.6373 1.1772 -1.6929
H 0.7820 0.3683 -2.4889
H -1.9276 -1.1051 0.4599
O 1.4483 0.1435 0.2153
S -0.7064 -0.1559 0.9810
```

Values from the calculation:
- Kohn-Sham gap (eV) = 10.0
- lowest unoccupied orbital energy (eV) = 0.30
- HOMO level (Eh) = -0.355
- net charge = 0


*b*
The following is a DFT calculation (wB97M-V/def2-TZVPD) of C2H4OS in the gas phase.

Structure (XYZ):
```
8
C2H4OS wB97M-V/def2-TZVPD
C 1.1224 0.0722 -0.1412
S -0.1740 -1.3032 0.0159
C -1.4843 -0.1635 0.2765
O -2.5289 -0.3787 -0.2544
H 1.2485 0.5048 0.8614
H 2.1060 -0.4575 -0.3953
H 0.9093 0.8064 -0.8953
H -1.1989 0.9195 0.5324
```

Values from the calculation:
- SMILES string = CSC=O
- Kohn-Sham gap (eV) = 10.2
- lowest unoccupied orbital energy (eV) = 0.69
- HOMO level (Eh) = -0.350
- net charge = 0


*c*
The following is a DFT calculation (wB97M-V/def2-TZVPD) of C2H4OS in the gas phase.

Structure (XYZ):
```
8
C2H4OS wB97M-V/def2-TZVPD
C 0.2896 0.9807 -0.5101
O 0.7178 -0.2382 0.0076
C -0.4200 -1.1976 0.6313
S -0.0289 -2.5521 1.3427
H 0.3148 0.9647 -1.7110
H 1.1174 1.6524 -0.1688
H -0.6807 1.1797 -0.0210
H -1.3100 -0.7896 0.4293
```

Values from the calculation:
- SMILES string = COC=S
- Kohn-Sham gap (eV) = 9.2
- lowest unoccupied orbital energy (eV) = -0.30
- HOMO level (Eh) = -0.350
- net charge = 0


Which is the most stable structure? *b* is the most stable.


*a*
The following is a DFT calculation (wB97M-V/def2-TZVPD) of C2H4OS in the gas phase.

Structure (XYZ):
```
8
C2H4OS wB97M-V/def2-TZVPD
C 1.1737 0.0694 0.0103
S -0.1334 -1.3069 0.0084
C -1.4998 -0.1574 -0.0034
O -2.6499 -0.4020 0.0192
H 1.2053 0.5664 1.0066
H 2.1445 -0.4171 -0.2456
H 0.8401 0.7553 -0.7233
H -1.0803 0.8924 -0.0723
```

Values from the calculation:
- SMILES string = CSC=O
- Kohn-Sham gap (eV) = 10.5
- lowest unoccupied orbital energy (eV) = 0.76
- HOMO level (Eh) = -0.359
- net charge = 0


*b*
The following is a DFT calculation (wB97M-V/def2-TZVPD) of C2H4OS in the gas phase.

Structure (XYZ):
```
8
C2H4OS wB97M-V/def2-TZVPD
O -0.7914 -1.3469 -1.0821
C -1.0177 -0.5342 -0.2195
C 0.0161 0.5930 0.2300
S 1.9757 0.4651 -0.1293
H -2.0610 -0.4564 0.3928
H -0.1125 1.4633 -0.2819
H 0.1547 0.7470 1.3145
H 1.8361 -0.9307 -0.2245
```

Values from the calculation:
- SMILES string = O=CCS
- Kohn-Sham gap (eV) = 9.9
- lowest unoccupied orbital energy (eV) = 0.57
- HOMO level (Eh) = -0.343
- net charge = 0


Which is the most stable structure? *a* is the most stable.


*a*
The following is a DFT calculation (wB97M-V/def2-TZVPD) of C2H4OS in the gas phase.

Structure (XYZ):
```
8
C2H4OS wB97M-V/def2-TZVPD
C -0.1109 -1.2689 0.0729
S 1.1301 -0.0341 0.4665
C -0.2876 1.2707 0.2047
O 2.0421 -0.2065 -0.6489
H -1.0675 -1.1317 0.6681
H -0.2456 -1.3488 -1.0472
H -0.5870 1.4801 -0.7286
H -0.8736 1.2391 1.0125
```

Values from the calculation:
- SMILES string = C=S(=C)=O
- Kohn-Sham gap (alpha / beta) (eV) = 8.4 / 8.4
- lowest unoccupied orbital energy (alpha / beta) (eV) = -0.81 / -0.93
- HOMO level (alpha / beta) (Eh) = -0.338 / -0.341
- net charge = 0


*b*
The following is a DFT calculation (wB97M-V/def2-TZVPD) of C2H4OS in the gas phase.

Structure (XYZ):
```
8
C2H4OS wB97M-V/def2-TZVPD
C 0.9125 -0.4709 -0.3379
O 0.0953 0.0634 0.6952
C -1.1144 0.4351 0.3659
S -2.0583 1.3119 1.2657
H 0.6703 0.0342 -1.2441
H 1.0064 -1.4839 -0.1076
H 1.7625 -0.0016 0.0738
H -1.2742 0.1118 -0.7110
```

Values from the calculation:
- SMILES string = COC=S
- Kohn-Sham gap (eV) = 9.5
- lowest unoccupied orbital energy (eV) = 0.69
- HOMO level (Eh) = -0.325
- net charge = 0


*c*
The following is a DFT calculation (wB97M-V/def2-TZVPD) of C2H4OS in the gas phase.

Structure (XYZ):
```
8
C2H4OS wB97M-V/def2-TZVPD
S -1.4191 -0.1498 1.2074
C -0.0604 -0.8637 0.3149
C 0.5004 0.4831 -0.7195
O 1.0590 -0.0143 0.4584
H -0.7930 1.0030 1.1463
H -0.0809 -1.8780 -0.0562
H 0.9528 0.1297 -1.7129
H -0.1588 1.2900 -0.6384
```

Values from the calculation:
- SMILES string = S[C@H]1CO1
- Kohn-Sham gap (eV) = 9.3
- lowest unoccupied orbital energy (eV) = 0.95
- HOMO level (Eh) = -0.306
- net charge = 0


Which is the most stable structure? *b* is the most stable.